# C3H7IOS

2 unconnected molecules or ions with the total composition C3H7IOS (ωB97M-V/def2-TZVPD, OMol25).

The geometry in XYZ format:
```
13
C3H7IOS, DFT ωB97M-V/def2-TZVPD
C -1.10900 0.20140 -1.49149
C -0.56886 0.44827 -0.13355
C 1.10431 -1.50320 0.67820
O -1.30916 0.33392 0.95168
S 1.30377 -1.11924 2.37129
I 2.75444 -1.51044 -0.81392
H -2.27346 0.37679 -1.47960
H -0.90818 -0.74805 -1.89124
H -0.63602 0.92608 -2.20291
H -0.06244 1.37907 -0.11958
H 0.71383 -2.43539 0.70755
H -0.86737 0.36687 1.87660
H 1.80669 0.19512 2.33759
```

Computed properties:
- Gap between HOMO and LUMO (alpha / beta): 6.8 / 8.0 eV
- Spin multiplicity: 1
- Largest force on an atom: 4.31 eV/Å
- E: -24203.60742 eV
- Highest occupied orbital energy (alpha / beta): -7.390 / -7.794 eV
- Lowest unoccupied orbital energy (alpha / beta): -0.55 / 0.23 eV
- Energy relative to the best compared isomer or geometry (same formula, charge and spin): 77.4 kcal/mol

Löwdin population analysis, charges in e, atoms 1 to 5: atom 1 (C): -0.077, atom 2 (C): -0.288, atom 3 (C): -1.023, atom 4 (O): -0.051, atom 5 (S): 0.608

# C3H7IS

C3H7IS in the gas phase (ωB97M-V/def2-TZVPD, OMol25).

The geometry in XYZ format:
```
12
C3H7IS, DFT ωB97M-V/def2-TZVPD
C 0.27352 1.14155 0.12078
C -0.42587 -0.09391 -0.22807
C 0.14451 -1.23165 0.69273
S -0.25172 -0.47628 -1.99957
I -2.54181 0.10299 0.32320
H -0.26694 1.95361 -0.28405
H 1.51908 1.29176 0.04131
H 0.20008 1.23848 1.26489
H 0.17115 -2.23772 0.24663
H -0.46668 -1.18454 1.52572
H 1.15735 -0.98893 0.80185
H 0.48734 0.48464 -2.50543
```

Computed properties:
- Gap between HOMO and LUMO: 9.3 eV
- Spin multiplicity: 1
- Largest force on an atom: 4.92 eV/Å
- E: -22159.24257 eV
- Highest occupied orbital energy: -9.048 eV
- Lowest unoccupied orbital energy: 0.21 eV
- Energy relative to the best compared isomer or geometry (same formula, charge and spin): 13.1 kcal/mol

Löwdin population analysis, charges in e, atoms 1 to 5: atom 1 (C): -0.290, atom 2 (C): -1.277, atom 3 (C): -0.189, atom 4 (S): 0.687, atom 5 (I): 0.799

# C3H7K3N2O7

A molecular structure, C3H7K3N2O7 (ωB97M-V/def2-TZVPD, OMol25).

The geometry in XYZ format:
```
22
C3H7K3N2O7, DFT ωB97M-V/def2-TZVPD
K -4.67334 0.65992 -2.57883
K -1.39501 2.82207 -0.70205
K -4.36683 -3.03311 -1.23942
O -0.94308 0.12787 0.51195
C -1.82302 -0.41883 -0.37980
O -2.09480 0.28588 -1.40528
O -2.43071 -1.46151 -0.08134
H -0.85256 -0.68001 1.06250
C 1.09062 0.00528 -2.61910
N 1.09222 1.33699 -3.25508
O 0.37439 2.22405 -2.80733
O 1.80907 1.45300 -4.21193
H 1.90876 -0.64275 -2.90644
H 0.19687 -0.43713 -3.07274
H 0.90955 0.02236 -1.54971
C 1.93184 0.08414 3.28581
N 1.09254 -0.80479 4.11645
O 1.48206 -1.14064 5.19979
O 0.19180 -1.35041 3.48212
H 2.59914 0.68688 3.89620
H 1.34955 0.74914 2.65530
H 2.55095 -0.48840 2.59892
```

Computed properties:
- Gap between HOMO and LUMO: 7.9 eV
- Spin multiplicity: 1
- Largest force on an atom: 2.55 eV/Å
- Net charge: +2
- E: -69496.09609 eV
- Highest occupied orbital energy: -15.171 eV
- Lowest unoccupied orbital energy: -7.30 eV
- Energy relative to the best compared isomer or geometry (same formula, charge and spin): 0.0 kcal/mol

Löwdin population analysis, charges in e, atoms 1 to 5: atom 1 (K): 0.961, atom 2 (K): 0.961, atom 3 (K): 0.975, atom 4 (O): 0.048, atom 5 (C): -0.822

# C3H7N

2 unconnected molecules or ions with the total composition C3H7N (ωB97M-V/def2-TZVPD, OMol25).

The geometry in XYZ format:
```
11
C3H7N, DFT ωB97M-V/def2-TZVPD
C 5.07679 1.04395 0.00113
C 4.63800 0.19768 0.96866
H 4.65838 0.98156 -0.95383
H 5.66968 1.94295 0.08881
H 3.63950 -0.34297 0.72171
H 4.95603 0.02883 2.01368
C -5.10135 -0.19312 -0.81803
N -4.52298 -1.21552 -0.20565
H -4.49111 0.20673 -1.67257
H -6.00005 0.37204 -0.46145
H -4.45216 -0.97157 0.79267
```

Computed properties:
- Gap between HOMO and LUMO: 9.9 eV
- Spin multiplicity: 1
- Largest force on an atom: 4.01 eV/Å
- E: -4710.99281 eV
- Highest occupied orbital energy: -9.350 eV
- Lowest unoccupied orbital energy: 0.54 eV
- Energy relative to the best compared isomer or geometry (same formula, charge and spin): 73.0 kcal/mol

Löwdin population analysis, charges in e, atoms 1 to 5: atom 1 (C): -0.084, atom 2 (C): -0.084, atom 3 (H): 0.013, atom 4 (H): 0.040, atom 5 (H): 0.072

# C3H7N

C3H7N in the gas phase (ωB97M-V/def2-TZVPD, OMol25).

The geometry in XYZ format:
```
11
C3H7N, DFT ωB97M-V/def2-TZVPD
C -0.23360 0.24038 1.24765
C 0.48942 0.32623 -0.05710
C 0.27500 -0.72137 -1.05071
N -0.17556 0.64313 -1.32127
H -1.11350 -0.44966 1.22311
H 0.44660 -0.19087 1.98171
H -0.62512 1.26041 1.58650
H 1.46384 0.84671 -0.02827
H -0.48458 -1.48219 -0.78843
H 1.18149 -1.07042 -1.59910
H -1.22400 0.59765 -1.19408
```

Computed properties:
- Gap between HOMO and LUMO: 10.7 eV
- Spin multiplicity: 1
- Largest force on an atom: 2.18 eV/Å
- E: -4713.24096 eV
- Highest occupied orbital energy: -9.533 eV
- Lowest unoccupied orbital energy: 1.21 eV
- Energy relative to the best compared isomer or geometry (same formula, charge and spin): 21.1 kcal/mol

Löwdin population analysis, charges in e, atoms 1 to 5: atom 1 (C): -0.087, atom 2 (C): -0.427, atom 3 (C): -0.195, atom 4 (N): 0.001, atom 5 (H): 0.081

# C3H7N

A molecular structure, C3H7N (ωB97M-V/def2-TZVPD, OMol25).

The geometry in XYZ format:
```
11
C3H7N, DFT ωB97M-V/def2-TZVPD
C 0.04337 0.76408 1.20761
C 0.11882 -0.14308 0.00012
C 0.00706 0.45772 -1.37283
N -0.26187 -1.48808 0.20058
H 0.51912 0.53216 2.14247
H 0.41851 1.77040 0.87404
H -1.04382 0.79755 1.42874
H 0.54629 1.42413 -1.34008
H 0.85961 -1.10419 0.12442
H -1.01571 0.70585 -1.53702
H 0.53355 -0.18168 -2.10601
```

Computed properties:
- Gap between HOMO and LUMO (alpha / beta): 10.6 / 11.0 eV
- Spin multiplicity: 2
- Largest force on an atom: 5.10 eV/Å
- Net charge: +1
- E: -4702.49635 eV
- Highest occupied orbital energy (alpha / beta): -17.657 / -18.723 eV
- Lowest unoccupied orbital energy (alpha / beta): -7.09 / -7.72 eV
- Energy relative to the best compared isomer or geometry (same formula, charge and spin): 91.9 kcal/mol

Löwdin population analysis, charges in e, atoms 1 to 5: atom 1 (C): 0.025, atom 2 (C): -0.348, atom 3 (C): 0.028, atom 4 (N): 0.404, atom 5 (H): 0.104

# C3H7N2

A molecular structure, C3H7N2 (ωB97M-V/def2-TZVPD, OMol25).

The geometry in XYZ format:
```
12
C3H7N2, DFT ωB97M-V/def2-TZVPD
C 0.69270 0.93055 0.08177
C 0.78852 -1.02536 -0.07131
C -1.73231 0.17969 0.00433
N -0.25137 0.02696 -0.07059
N 1.71300 0.07358 -0.04379
H 0.33096 1.92702 0.30376
H 0.88490 -1.74799 0.79627
H 0.96944 -1.64381 -1.01253
H -2.37200 -0.46257 -0.50330
H -1.97274 0.17705 1.03495
H -1.78165 1.21571 -0.51325
H 2.73054 0.34917 -0.00630
```

Computed properties:
- Gap between HOMO and LUMO: 11.4 eV
- Spin multiplicity: 1
- Largest force on an atom: 4.55 eV/Å
- Net charge: +1
- E: -6195.76465 eV
- Highest occupied orbital energy: -15.255 eV
- Lowest unoccupied orbital energy: -3.88 eV
- Energy relative to the best compared isomer or geometry (same formula, charge and spin): 40.3 kcal/mol

Löwdin population analysis, charges in e, atoms 1 to 5: atom 1 (C): -0.021, atom 2 (C): -0.063, atom 3 (C): 0.050, atom 4 (N): -0.072, atom 5 (N): 0.087

# C3H7N2

A gas-phase ion, C3H7N2 (charge +1) (ωB97M-V/def2-TZVPD, OMol25).

The geometry in XYZ format:
```
12
C3H7N2, DFT ωB97M-V/def2-TZVPD
N -2.21473 -0.67638 0.03447
C -1.13416 -0.27515 -0.52669
C 0.00350 -0.31067 0.21672
C 1.34817 0.22807 0.34482
N 2.08022 1.19531 -0.26740
H -2.17144 -0.83782 1.03109
H -3.06973 -0.94580 -0.44282
H -1.40190 -0.29316 -1.63722
H -0.28798 -1.01868 1.00911
H 1.83620 -0.02891 1.25652
H 2.19513 1.33302 -1.25012
H 2.81673 1.63016 0.23151
```

Computed properties:
- Gap between HOMO and LUMO: 8.7 eV
- Spin multiplicity: 1
- Largest force on an atom: 4.80 eV/Å
- Net charge: +1
- E: -6196.55440 eV
- Highest occupied orbital energy: -13.661 eV
- Lowest unoccupied orbital energy: -4.92 eV
- Energy relative to the best compared isomer or geometry (same formula, charge and spin): 22.1 kcal/mol

Löwdin population analysis, charges in e, atoms 1 to 5: atom 1 (N): 0.150, atom 2 (C): -0.148, atom 3 (C): -0.058, atom 4 (C): -0.034, atom 5 (N): 0.152

# C3H7N2

2 unconnected molecules or ions with the total composition C3H7N2 (ωB97M-V/def2-TZVPD, OMol25).

The geometry in XYZ format:
```
12
C3H7N2, DFT ωB97M-V/def2-TZVPD
C -0.06920 0.19944 -0.69605
C -0.65427 -0.88926 -0.09803
C 0.86527 0.73970 0.21460
N 1.35018 1.98399 0.10986
N -0.70356 -2.06441 0.33454
H -0.66515 0.73632 -1.39833
H -3.24665 -0.85568 -0.77953
H 1.44793 0.00049 0.83495
H 0.99377 2.73870 -0.44623
H 2.14475 2.27684 0.63545
H 0.09220 -2.72692 0.25007
H -1.55528 -2.13922 1.03871
```

Computed properties:
- Gap between HOMO and LUMO (alpha / beta): 7.7 / 9.5 eV
- Spin multiplicity: 1
- Largest force on an atom: 3.22 eV/Å
- Net charge: +1
- E: -6192.26457 eV
- Highest occupied orbital energy (alpha / beta): -12.009 / -14.261 eV
- Lowest unoccupied orbital energy (alpha / beta): -4.27 / -4.80 eV
- Energy relative to the best compared isomer or geometry (same formula, charge and spin): 121.0 kcal/mol

Löwdin population analysis, charges in e, atoms 1 to 5: atom 1 (C): -0.047, atom 2 (C): -0.138, atom 3 (C): -0.126, atom 4 (N): 0.149, atom 5 (N): 0.163

# C3H7N2O

A gas-phase ion, C3H7N2O (charge +1) (ωB97M-V/def2-TZVPD, OMol25).

The geometry in XYZ format:
```
13
C3H7N2O, DFT ωB97M-V/def2-TZVPD
C 0.96563 0.11940 0.22573
C 0.74936 2.42817 -0.25032
C -1.92993 -1.88064 0.14520
N 0.51482 1.19081 -0.51995
N 0.28868 -1.10717 -0.04112
O -0.99236 -1.05478 0.38408
H 1.94978 -0.17208 -0.07626
H 0.98307 0.21033 1.28991
H 1.46499 2.84037 0.50020
H 0.21498 3.11308 -0.79174
H -1.62435 -2.65900 -0.58176
H -2.78114 -1.56226 0.73295
H 0.19647 -1.46623 -1.01691
```

Computed properties:
- Gap between HOMO and LUMO: 7.8 eV
- Spin multiplicity: 1
- Largest force on an atom: 3.50 eV/Å
- Net charge: +1
- E: -8240.23678 eV
- Highest occupied orbital energy: -14.040 eV
- Lowest unoccupied orbital energy: -6.21 eV
- Energy relative to the best compared isomer or geometry (same formula, charge and spin): 136.1 kcal/mol

Löwdin population analysis, charges in e, atoms 1 to 5: atom 1 (C): -0.259, atom 2 (C): 0.042, atom 3 (C): 0.250, atom 4 (N): -0.001, atom 5 (N): 0.038

# C3H7N2O

A gas-phase ion, C3H7N2O (charge +1) (ωB97M-V/def2-TZVPD, OMol25).

The geometry in XYZ format:
```
13
C3H7N2O, DFT ωB97M-V/def2-TZVPD
C 1.72710 0.82086 1.05159
C -1.02258 -1.32367 0.37083
C 0.08298 0.48524 -0.68118
N 0.74302 0.09237 0.59226
N -1.15603 -0.36059 -0.75443
O 2.01728 1.77058 0.37054
H 2.14931 0.41389 1.97891
H -0.29273 -2.05419 0.06173
H -1.57130 -1.02645 1.30577
H -0.11937 1.48032 -0.68958
H 0.91503 0.27061 -1.47981
H -1.41401 -0.76626 -1.55375
H -2.05868 0.19730 -0.57287
```

Computed properties:
- Gap between HOMO and LUMO (alpha / beta): 9.0 / 7.1 eV
- Spin multiplicity: 1
- Largest force on an atom: 6.50 eV/Å
- Net charge: +1
- E: -8239.61385 eV
- Highest occupied orbital energy (alpha / beta): -14.675 / -14.085 eV
- Lowest unoccupied orbital energy (alpha / beta): -5.63 / -6.96 eV
- Energy relative to the best compared isomer or geometry (same formula, charge and spin): 150.5 kcal/mol

Löwdin population analysis, charges in e, atoms 1 to 5: atom 1 (C): -0.369, atom 2 (C): 0.180, atom 3 (C): -0.115, atom 4 (N): 0.079, atom 5 (N): 0.054

# C3H7N2O

2 unconnected molecules or ions with the total composition C3H7N2O (ωB97M-V/def2-TZVPD, OMol25).

The geometry in XYZ format:
```
13
C3H7N2O, DFT ωB97M-V/def2-TZVPD
C 1.16874 -1.60185 -0.06400
C -0.15833 -1.41102 0.27267
N -0.25656 -0.09691 0.52744
C 0.88647 0.62992 0.25295
N 1.88237 -0.35763 -0.06943
H 1.65532 -2.51495 0.03725
H -1.03875 -1.99949 -0.09413
H -1.11623 0.30382 0.59233
H 0.96209 1.65825 0.01730
H 2.82009 -0.29857 0.35004
H -1.77341 2.46393 -0.39078
H -2.76848 1.63378 -1.16124
O -2.26332 1.59071 -0.27041
```

Computed properties:
- Gap between HOMO and LUMO: 10.0 eV
- Spin multiplicity: 1
- Largest force on an atom: 5.22 eV/Å
- Net charge: +1
- E: -8244.43907 eV
- Highest occupied orbital energy: -14.458 eV
- Lowest unoccupied orbital energy: -4.47 eV
- Energy relative to the best compared isomer or geometry (same formula, charge and spin): 39.2 kcal/mol

Löwdin population analysis, charges in e, atoms 1 to 5: atom 1 (C): -0.011, atom 2 (C): -0.027, atom 3 (N): 0.097, atom 4 (C): 0.055, atom 5 (N): 0.116